(1)
The following is a DFT calculation (wB97M-V/def2-TZVPD) of C15H15N3O3Ti as an isolated structure in a non-equilibrium geometry.

Last column: Mulliken charge in e.
Cartesian coordinates (Å):
1 N 0.1377 2.1384 -0.4992  -0.079
2 C 0.1700 3.2890 -0.3100  0.487
3 C 0.2257 4.7260 -0.2311  -0.991
4 H -0.7868 5.1537 -0.2893  0.360
5 H 0.8165 5.0969 -1.0827  0.351
6 H 0.6956 5.0793 0.6999  0.388
7 N 1.7121 -1.1153 -0.7761  -0.108
8 C 2.6942 -1.7555 -0.7685  0.540
9 C 3.8966 -2.5381 -0.9329  -0.977
10 H 4.5328 -2.0650 -1.7045  0.354
11 H 3.6355 -3.5612 -1.2628  0.359
12 H 4.4795 -2.6113 0.0042  0.389
13 N -1.9013 -0.9891 -0.4981  -0.067
14 C -2.9403 -1.4833 -0.3091  0.460
15 C -4.2336 -2.1140 -0.2309  -0.954
16 H -4.2458 -2.9371 0.5004  0.377
17 H -4.4754 -2.5227 -1.2241  0.349
18 H -5.0135 -1.3903 0.0520  0.359
19 Ti -0.0065 0.0043 -0.1431  0.019
20 C 0.0135 -1.6496 1.3395  0.640
21 O 0.0464 -2.5605 2.0293  -0.011
22 C 1.5142 0.6553 1.3392  0.648
23 O 2.3605 0.9947 2.0292  -0.012
24 C 0.4900 1.3541 -3.2420  -0.541
25 C -0.9074 1.4243 -3.1185  -0.413
26 C -1.6707 0.2464 -3.1190  -0.465
27 C -1.0363 -1.0005 -3.2419  -0.510
28 C 0.3606 -1.0708 -3.3617  -0.416
29 C 1.1242 0.1077 -3.3623  -0.456
30 H 1.0722 2.2752 -3.2801  0.565
31 H -1.3938 2.3987 -3.0589  0.553
32 H -2.7588 0.2930 -3.0603  0.551
33 H -1.6395 -1.9082 -3.2795  0.565
34 H 0.8567 -2.0328 -3.4942  0.562
35 H 2.2049 0.0478 -3.4956  0.559
36 O -2.1243 1.3856 2.1513  -0.001
37 C -1.3114 0.8557 1.5297  0.567

Summary:
HOMO-LUMO gap (alpha / beta)   4.8281 / 4.7758 eV
M   333.17 Da
HOMO level (alpha / beta)   -22.6 / -22.6 eV
Total charge   +4

(2)
The following is a DFT calculation (wB97M-V/def2-TZVPD) of a 2-piece molecular cluster, C3H10NO3 overall in a non-equilibrium geometry.

Last column: Mulliken charge in e.
Cartesian coordinates (Å):
1 C 2.2958 0.3809 -0.0516  -1.027
2 C -2.0739 -1.1909 -0.7608  0.126
3 C 0.7446 -0.0017 -0.1100  0.231
4 N -0.0153 1.2771 0.4146  -0.347
5 O -2.4828 -0.1915 0.0254  -0.483
6 O -1.8769 -2.3162 -0.4602  -0.457
7 O 0.5853 -0.9224 0.8341  -0.524
8 H 2.2464 1.4163 0.3373  0.305
9 H 2.9373 -0.2202 0.5649  0.315
10 H 2.6693 0.5403 -1.0740  0.319
11 H -2.2143 -0.7574 -1.7382  0.453
12 H 0.1191 2.2181 -0.0467  0.386
13 H -0.0814 1.2800 1.3913  0.324
14 H -1.0079 1.0554 0.3030  0.290
15 H -2.4951 -0.4947 0.9472  0.336
16 H 0.4499 -0.3320 -1.0957  0.385
17 H 0.1999 -1.7411 0.5194  0.368

Summary:
HOMO-LUMO gap   11.8651 eV
M   108.12 Da
HOMO level   -15.4 eV
Total charge   +1
Energy relative to the best compared isomer or geometry (same formula, charge and spin)   227.9 kJ/mol

(3)
The following is a DFT calculation (wB97M-V/def2-TZVPD) of a 2-piece molecular cluster, C6H9N3O3 overall in a non-equilibrium geometry.

Last column: Mulliken charge in e.
Cartesian coordinates (Å):
1 C 0.5903 -2.2798 0.2136  0.546
2 C 0.6729 2.8340 1.1140  -0.575
3 C 1.1905 2.3261 -0.2112  -0.488
4 C -1.4678 1.4052 0.0399  -0.892
5 C -0.6051 0.4108 0.8018  -0.051
6 C -0.0331 1.7172 0.4259  0.714
7 N 0.9989 -3.4257 -0.3612  -0.441
8 N -0.0591 -1.3739 -0.5546  -0.455
9 N -1.0032 -1.7664 -1.3467  1.171
10 O 1.0035 -2.0041 1.3361  -0.635
11 O -1.2070 -2.9800 -1.5788  -0.749
12 O -1.7004 -0.9856 -1.9066  -0.664
13 H 1.1605 2.5799 2.0711  0.247
14 H 0.1802 3.7669 1.0877  0.251
15 H 1.0589 3.0087 -1.0360  0.231
16 H 2.1220 1.7201 -0.4196  0.224
17 H -1.6379 1.1782 -0.9884  0.210
18 H -2.3373 1.7551 0.4248  0.352
19 H -0.8195 0.0086 1.7371  0.441
20 H 0.4949 -3.7887 -1.2286  0.295
21 H 1.3978 -4.1068 0.3799  0.268

Summary:
HOMO-LUMO gap   8.0884 eV
M   171.16 Da
HOMO level   -9.6 eV
Total charge   0
Energy relative to the best compared isomer or geometry (same formula, charge and spin)   791.7 kJ/mol

(4)
The following is a DFT calculation (wB97M-V/def2-TZVPD) of one molecule with the formula C5H7N3 in a non-equilibrium geometry.

Last column: Mulliken charge in e.
Cartesian coordinates (Å):
1 H -0.4351 2.5367 0.2189  0.242
2 N -1.1287 1.8089 0.2728  -0.682
3 C -0.7727 0.6014 0.0286  0.579
4 C -1.8592 -0.3579 -0.0273  0.210
5 N -2.6497 -1.2328 -0.0989  -0.448
6 N 0.3766 0.0321 -0.3824  0.049
7 C 1.6204 0.7669 -0.2828  -0.644
8 C 2.3131 -0.5723 0.1741  -0.562
9 C 0.9052 -1.1912 0.1962  -0.407
10 H 2.0779 1.1232 -1.2499  0.253
11 H 1.7307 1.5093 0.4706  0.374
12 H 2.9915 -0.9895 -0.4778  0.250
13 H 2.9093 -0.5377 1.1214  0.223
14 H 0.6050 -1.3402 1.2956  0.234
15 H 0.6932 -2.0402 -0.4524  0.328

Summary:
HOMO-LUMO gap   10.3910 eV
M   109.13 Da
HOMO level   -9.7 eV
Structure (SMILES)   [H]/N=C(/C#N)N1CCC1
Total charge   0
Energy relative to the best compared isomer or geometry (same formula, charge and spin)   271.8 kJ/mol

(5)
The following is a DFT calculation (wB97M-V/def2-TZVPD) of a 2-piece molecular cluster, C4H9FNO overall in a non-equilibrium geometry.

Last column: Mulliken charge in e.
Cartesian coordinates (Å):
1 C 0.7225 -1.9465 -1.1383  -0.603
2 C -0.3053 -2.1167 -0.3317  -0.289
3 C -0.4282 2.6500 -0.4487  -0.452
4 C -0.8291 -1.1683 0.6480  0.757
5 N 0.4698 -0.6847 1.5650  -0.510
6 O -1.8647 -0.8566 1.0882  -0.334
7 F -0.4359 1.4535 0.2756  -0.200
8 H 0.8895 -2.7519 -1.7897  0.347
9 H 1.3119 -1.0582 -0.8720  0.183
10 H -0.9010 -2.9996 -0.4089  0.373
11 H 0.5619 3.2476 -0.1770  0.197
12 H -0.3636 2.5071 -1.5008  0.244
13 H 0.0950 -0.2354 2.4356  0.355
14 H 1.1070 -0.1317 0.9671  0.339
15 H 1.0871 -1.5205 1.8484  0.388
16 H -1.3706 3.1912 -0.1086  0.205

Summary:
HOMO-LUMO gap   11.1876 eV
M   106.12 Da
HOMO level   -15.7 eV
Total charge   +1
Energy relative to the best compared isomer or geometry (same formula, charge and spin)   156.6 kJ/mol

(6)
The following is a DFT calculation (wB97M-V/def2-TZVPD) of C31H37BF4N3P2Pd as an isolated structure in a non-equilibrium geometry.

Last column: Mulliken charge in e.
Cartesian coordinates (Å):
1 Pd -1.0066 -1.3654 0.3652  0.144
2 C -2.2215 -4.0004 1.5479  -1.011
3 C -0.7021 -4.0853 1.3809  -0.651
4 N -0.0574 -2.7963 1.7213  0.531
5 C -0.1960 -2.3773 3.1322  -0.774
6 C -0.4181 -0.8778 3.2589  -0.643
7 N -1.3691 -0.3434 2.2713  0.350
8 C -2.8136 -0.4806 2.5522  -0.698
9 C -3.2710 -1.9265 2.4858  -0.968
10 N -2.7200 -2.6295 1.3081  -0.006
11 H -2.5332 -4.3332 2.5383  0.381
12 H -2.6765 -4.6725 0.8256  0.471
13 H -0.4565 -4.2821 0.3405  0.389
14 H -0.2941 -4.8991 1.9843  0.601
15 H 0.9253 -2.8430 1.4678  -0.194
16 H 0.7060 -2.6332 3.6877  0.598
17 H -1.0048 -2.9456 3.5819  0.289
18 H 0.5254 -0.3650 3.0697  0.248
19 H -0.7253 -0.6281 4.2781  0.459
20 H -1.1541 0.6431 2.1425  -0.090
21 H -3.3296 0.0991 1.7883  0.358
22 H -3.0687 -0.0522 3.5244  0.416
23 H -4.3606 -1.9404 2.4710  0.505
24 H -2.9739 -2.4598 3.3859  0.331
25 H -3.3933 -2.6436 0.5522  0.477
26 F -2.9322 -1.2583 -1.1774  -0.342
27 B -2.5758 -2.4892 -1.8669  0.302
28 F -3.4050 -3.5074 -1.3844  -0.366
29 F -2.5939 -2.3329 -3.2195  -0.308
30 F -1.2037 -2.7773 -1.4099  -0.295
31 C 1.5327 1.4156 0.1621  -1.711
32 P 1.0220 -0.2177 -0.4735  1.388
33 C 1.1169 -0.2500 -2.2797  0.418
34 C -0.0443 -0.3041 -3.0386  -0.128
35 C 0.0253 -0.3057 -4.4260  -1.171
36 C 1.2530 -0.2303 -5.0609  -0.570
37 C 2.4234 -0.1520 -4.3099  -0.806
38 C 2.3545 -0.1614 -2.9290  -0.463
39 C 2.2832 -1.4370 0.0375  0.421
40 C 2.8924 -1.3353 1.2925  -0.444
41 C 3.7191 -2.3480 1.7650  -0.771
42 C 3.9398 -3.4835 0.9931  -0.505
43 C 3.3279 -3.5995 -0.2463  -0.791
44 C 2.5026 -2.5861 -0.7214  -0.299
45 P 0.0368 2.3741 0.7042  0.144
46 C 0.7285 4.0366 0.9901  0.512
47 C -0.1880 5.0768 1.1696  -0.451
48 C 0.2478 6.3705 1.4015  -0.727
49 C 1.6107 6.6433 1.4723  -0.449
50 C 2.5270 5.6178 1.3132  -0.762
51 C 2.0875 4.3175 1.0718  -0.121
52 C -0.8271 2.6125 -0.8906  0.287
53 C -2.1024 2.0727 -1.0468  -0.157
54 C -2.8040 2.2275 -2.2402  -0.495
55 C -2.2291 2.9348 -3.2842  -0.499
56 C -0.9579 3.4879 -3.1381  -0.723
57 C -0.2659 3.3306 -1.9492  -0.488
58 H 2.1168 1.9045 -0.6190  0.871
59 H 2.1835 1.2594 1.0217  0.802
60 H -1.0117 -0.3650 -2.5705  0.534
61 H -0.8871 -0.3790 -5.0045  0.499
62 H 1.3055 -0.2414 -6.1431  0.431
63 H 3.3861 -0.0888 -4.8029  0.443
64 H 3.2701 -0.1042 -2.3522  0.480
65 H 2.7304 -0.4623 1.9179  0.155
66 H 4.1952 -2.2496 2.7337  0.464
67 H 4.5866 -4.2729 1.3562  0.424
68 H 3.4903 -4.4812 -0.8545  0.438
69 H 2.0072 -2.7089 -1.6761  0.449
70 H -1.2545 4.8771 1.1158  0.362
71 H -0.4738 7.1681 1.5313  0.392
72 H 1.9527 7.6549 1.6533  0.388
73 H 3.5887 5.8240 1.3705  0.398
74 H 2.8260 3.5329 0.9540  0.306
75 H -2.5633 1.5386 -0.2214  0.294
76 H -3.7939 1.8012 -2.3499  0.444
77 H -2.7717 3.0647 -4.2133  0.419
78 H -0.5115 4.0440 -3.9539  0.449
79 H 0.7161 3.7797 -1.8355  0.416

Summary:
HOMO-LUMO gap (alpha / beta)   8.8170 / 7.3820 eV
M   706.83 Da
<S²>   2.01
HOMO level (alpha / beta)   -10.8 / -11.1 eV
Total charge   +1
2S+1   3
Energy relative to the best compared isomer or geometry (same formula, charge and spin)   19.6 kJ/mol